(1)
Entry from the OMol25 dataset: a 2-piece molecular cluster, C30H66IN7O overall (ωB97M-V with the def2-TZVPD basis set).

```
105
Properties=species:S:1:pos:R:3:lowdin_charge:R:1
C 2.336 -4.763 0.997 -0.124
C 2.878 -3.348 1.165 -0.253
C 1.766 -2.281 0.961 -0.218
C 2.136 -1.338 -0.186 -0.200
C 1.020 -0.270 -0.343 -0.213
C 1.610 1.136 -0.174 -0.197
C 0.551 2.215 0.101 -0.188
C -0.468 2.532 -1.028 -0.189
C -1.860 2.784 -0.379 -0.188
C -2.471 1.459 0.135 -0.206
C -2.832 1.459 1.633 -0.209
C -2.336 0.207 2.348 -0.174
C -3.077 -1.086 1.867 -0.134
N -4.269 -0.755 1.024 0.080
C -4.679 -1.688 0.097 -0.501
N -3.889 -2.016 -0.876 0.153
C -4.318 -2.997 -1.875 -0.130
C -3.500 -2.788 -3.181 -0.674
N -2.223 -3.465 -3.112 0.097
N -3.396 -1.352 -3.454 0.094
N -4.348 -3.319 -4.234 0.080
N -5.941 -2.162 0.263 -0.482
I -6.083 -4.163 0.811 0.841
C -6.936 -1.696 -0.725 -0.292
C -8.214 -1.156 -0.103 -0.164
C -8.134 0.259 0.510 -0.389
C -9.450 0.985 0.109 -0.086
C -6.987 1.140 -0.015 -0.076
H 3.149 -5.480 1.086 0.065
H 1.599 -5.000 1.764 0.069
H 1.866 -4.903 0.026 0.068
H 3.654 -3.179 0.423 0.096
H 3.310 -3.188 2.148 0.104
H 1.656 -1.684 1.865 0.110
H 0.821 -2.809 0.794 0.097
H 3.080 -0.855 0.042 0.084
H 2.271 -1.901 -1.102 0.108
H 0.548 -0.342 -1.324 0.094
H 0.300 -0.402 0.465 0.077
H 2.306 1.096 0.660 0.109
H 2.152 1.344 -1.095 0.116
H 1.120 3.130 0.255 0.111
H 0.040 1.953 1.025 0.098
H -0.190 3.408 -1.608 0.102
H -0.530 1.695 -1.720 0.091
H -2.500 3.105 -1.197 0.097
H -1.773 3.548 0.385 0.106
H -3.389 1.291 -0.426 0.092
H -1.854 0.591 -0.072 0.084
H -3.896 1.577 1.832 0.095
H -2.347 2.326 2.080 0.106
H -1.264 0.139 2.165 0.091
H -2.433 0.258 3.428 0.105
H -3.405 -1.594 2.771 0.115
H -2.345 -1.729 1.391 0.109
H -5.038 -0.716 1.676 0.130
H -2.973 -1.598 -0.920 0.147
H -5.347 -2.891 -2.175 0.094
H -4.045 -3.988 -1.518 0.091
H -1.611 -2.889 -2.553 0.067
H -1.871 -3.497 -4.060 0.084
H -3.823 -1.113 -4.334 0.072
H -2.437 -1.044 -3.435 0.072
H -4.009 -3.033 -5.142 0.078
H -4.393 -4.327 -4.178 0.090
H -6.462 -1.014 -1.424 0.113
H -7.225 -2.555 -1.341 0.083
H -9.007 -1.240 -0.839 0.111
H -8.473 -1.845 0.702 0.105
H -8.115 0.277 1.595 0.126
H -9.330 1.314 -0.923 0.081
H -10.265 0.268 0.102 0.070
H -9.656 1.847 0.733 0.076
H -7.296 2.177 0.106 0.078
H -6.082 1.026 0.575 0.049
H -6.812 1.021 -1.078 0.079
C 6.183 1.315 -1.392 -0.032
C 6.660 0.954 0.028 -0.513
C 8.194 0.935 0.057 -0.157
C 8.862 2.308 -0.031 -0.180
C 7.994 3.435 0.540 -0.151
C 6.931 2.979 1.550 -0.539
N 6.088 1.979 0.914 -0.178
O 5.093 1.532 1.720 -0.200
C 6.073 4.205 1.861 -0.053
C 7.607 2.524 2.851 -0.028
C 6.207 -0.472 0.316 -0.051
H 5.093 1.300 -1.444 0.073
H 6.564 0.604 -2.137 0.078
H 6.515 2.311 -1.688 0.071
H 8.526 0.449 0.978 0.101
H 8.572 0.301 -0.751 0.113
H 9.817 2.268 0.500 0.103
H 9.112 2.538 -1.070 0.101
H 8.639 4.195 0.988 0.112
H 7.490 3.939 -0.291 0.106
H 5.530 4.531 0.972 0.081
H 6.699 5.038 2.196 0.078
H 5.348 3.999 2.647 0.074
H 8.209 3.336 3.271 0.079
H 8.271 1.670 2.707 0.070
H 6.867 2.247 3.602 0.075
H 6.640 -1.155 -0.420 0.083
H 5.125 -0.573 0.253 0.047
H 6.526 -0.800 1.305 0.085
```

***

(2)
116
Properties=species:S:1:pos:R:3:lowdin_charge:R:1 method="wB97M-V/def2-TZVPD" smiles="O=C1OCCO1.O=C1OCCO1.COCCOC.COCCOC.COCCOC.COCCOC.COCCOC.COCCOC"
C -0.895 3.183 -2.784 -0.117
C 0.340 3.530 -3.644 -0.071
O 0.926 2.223 -3.865 0.031
C -0.028 1.318 -3.685 -0.593
O 0.180 0.153 -3.849 0.142
O -1.131 1.883 -3.209 0.084
H -1.708 3.812 -3.046 0.120
H -0.642 3.303 -1.723 0.129
H 1.153 4.098 -3.154 0.113
H 0.016 3.909 -4.629 0.138
C -0.191 2.360 4.985 -0.119
C 1.089 2.135 5.687 -0.108
O 2.030 2.981 4.960 0.032
C 1.341 3.716 4.007 -0.582
O 1.928 4.427 3.264 0.153
O 0.015 3.564 4.164 0.047
H -1.027 2.537 5.644 0.133
H -0.469 1.586 4.315 0.091
H 1.394 1.097 5.653 0.125
H 1.019 2.470 6.776 0.149
C 0.907 -2.680 -2.365 -0.096
O -0.260 -3.471 -2.056 -0.196
C -1.451 -2.726 -2.254 -0.191
C -2.405 -3.762 -2.878 -0.225
O -3.650 -3.219 -3.173 -0.167
C -4.378 -3.953 -4.116 -0.120
H 1.815 -3.291 -2.267 0.076
H 1.073 -1.891 -1.558 0.101
H 0.805 -2.292 -3.390 0.078
H -1.311 -1.880 -2.906 0.105
H -1.903 -2.402 -1.298 0.125
H -2.566 -4.551 -2.142 0.106
H -1.835 -4.257 -3.722 0.146
H -5.452 -3.901 -3.832 0.101
H -4.169 -4.996 -4.081 0.066
H -4.178 -3.685 -5.133 0.079
C 2.568 1.019 2.283 -0.017
O 1.148 1.358 2.575 -0.221
C 0.338 1.680 1.481 -0.179
C 0.226 0.550 0.475 -0.163
O -0.538 -0.643 0.807 -0.203
C 0.118 -1.554 1.726 -0.064
H 2.999 1.981 1.877 0.096
H 2.703 0.254 1.496 0.065
H 3.055 0.648 3.184 0.091
H 0.810 2.510 0.938 0.110
H -0.554 2.057 1.904 0.104
H 1.246 0.251 0.081 0.124
H -0.344 0.871 -0.374 0.112
H -0.338 -2.532 1.640 0.072
H 0.011 -1.142 2.730 0.084
H 1.139 -1.649 1.372 0.076
C 2.805 6.939 -2.797 -0.089
O 2.149 5.958 -1.964 -0.231
C 3.120 5.431 -1.025 -0.170
C 2.483 4.193 -0.321 -0.179
O 2.039 3.213 -1.251 -0.206
C 3.100 2.437 -1.711 -0.112
H 1.892 7.327 -3.257 0.090
H 3.445 6.408 -3.482 0.082
H 3.243 7.760 -2.187 0.098
H 3.323 6.214 -0.312 0.118
H 4.042 5.169 -1.622 0.129
H 1.568 4.472 0.203 0.125
H 3.253 3.849 0.367 0.113
H 3.891 2.946 -2.265 0.091
H 2.788 1.591 -2.332 0.078
H 3.692 2.025 -0.860 0.096
C 3.346 0.056 -5.432 -0.086
O 4.214 -0.429 -4.434 -0.190
C 3.580 -1.181 -3.467 -0.262
C 4.594 -1.528 -2.428 -0.170
O 3.951 -2.332 -1.417 -0.203
C 4.789 -2.498 -0.277 -0.102
H 3.886 0.002 -6.414 0.100
H 2.963 1.058 -5.274 0.072
H 2.516 -0.709 -5.412 0.098
H 3.118 -2.006 -3.985 0.118
H 2.763 -0.593 -3.018 0.111
H 4.885 -0.691 -1.867 0.099
H 5.479 -1.985 -2.956 0.152
H 4.294 -3.204 0.337 0.074
H 4.868 -1.533 0.258 0.083
H 5.832 -2.779 -0.468 0.091
C -3.100 -5.280 3.729 -0.095
O -3.591 -4.350 2.788 -0.218
C -3.179 -4.531 1.459 -0.216
C -3.640 -5.828 0.800 -0.179
O -2.564 -6.785 0.870 -0.208
C -2.442 -7.694 -0.206 -0.100
H -2.043 -5.370 3.543 0.084
H -3.595 -6.286 3.635 0.103
H -3.300 -4.846 4.668 0.070
H -2.027 -4.452 1.379 0.143
H -3.657 -3.621 1.006 0.138
H -3.851 -5.710 -0.254 0.097
H -4.557 -6.177 1.378 0.146
H -3.033 -8.665 -0.087 0.112
H -1.441 -7.927 -0.284 0.055
H -2.682 -7.153 -1.106 0.069
C -3.234 -0.744 3.926 -0.095
O -2.932 0.659 3.912 -0.211
C -3.483 1.273 2.724 -0.170
C -3.193 2.782 2.830 -0.217
O -4.044 3.405 3.762 -0.170
C -3.624 4.703 4.031 -0.114
H -2.717 -1.212 3.111 0.063
H -4.309 -1.018 3.841 0.097
H -2.880 -1.058 4.917 0.093
H -4.640 1.141 2.730 0.157
H -3.001 0.868 1.839 0.111
H -3.352 3.248 1.812 0.146
H -2.204 2.898 3.180 0.073
H -4.427 5.289 4.447 0.088
H -3.390 5.202 3.119 0.076
H -2.751 4.675 4.678 0.087

***

no.,maximum force (hartree/bohr),HOMO energy (eV),LUMO energy (eV)
1,0.0422,-3.42,-2.26
2,0.0527,-9.08,0.60